No. 1
70
Properties=species:S:1:pos:R:3:forces:R:3:lowdin_charge:R:1 method="wB97M-V/def2-TZVPD" total_charge=0 smiles="CCC(=O)OCCB[C@@H](Br)[C@H](C)Br.CCOC(C)=O.CCOC(C)=O.CCOC(C)=O" e_above_lowest_kj_mol=493.2
C -0.5272 4.3074 4.4492 0.0075 -0.4898 -0.2714 -0.129
C -1.8878 4.8582 3.6490 0.4572 -0.3709 0.3587 -0.137
C -2.9186 3.5879 3.5381 -1.0975 -3.7964 4.6757 -0.245
O -3.0991 2.8194 4.6441 0.9985 4.9985 -7.4244 -0.026
O -3.6320 3.2381 2.2753 2.6020 0.3900 2.3261 -0.118
C -2.7553 2.3761 1.4515 0.3403 -0.8274 -0.7182 -0.199
C -3.0467 0.7575 1.7045 -0.1038 1.1407 0.9962 -0.113
B -1.7797 -0.0744 1.0673 -0.4167 0.2275 0.1113 -0.160
C -1.2158 0.0197 -0.4749 -2.0150 -0.5294 -1.5793 -0.636
Br 0.1705 1.4938 -0.6397 -1.0317 -1.0180 0.6019 0.659
C -0.7368 -1.4069 -1.1265 0.3829 0.4451 1.1121 -0.664
C 0.4294 -2.1985 -0.2900 0.0906 -1.0677 -0.6424 -0.153
Br 0.0305 -1.0235 -2.9735 -0.6167 -0.4200 0.8899 0.610
H -0.2791 3.2005 4.1089 -0.5724 2.3459 0.6294 0.083
H -0.6900 4.2657 5.6097 0.2292 0.2112 -2.3864 0.086
H 0.4061 4.9692 4.1822 -1.9635 -1.1633 0.5998 0.079
H -2.3773 5.7079 4.2979 0.7307 -1.8532 -1.3136 0.127
H -1.5783 5.3379 2.6269 -0.8409 -1.2300 1.8087 0.117
H -2.9470 2.6003 0.3156 0.3005 -0.1022 2.3091 0.138
H -1.6405 2.6573 1.7047 -2.0575 -0.7298 -0.6261 0.114
H -3.1250 0.6434 2.8902 0.3059 0.0625 -2.5872 0.116
H -4.1075 0.4163 1.2945 2.2226 0.9298 0.5428 0.135
H -1.2286 -0.8645 1.7811 -0.0126 0.1552 -0.0989 0.066
H -2.1319 0.3955 -1.1418 2.1482 -0.6162 1.1753 0.099
H -1.7181 -2.0374 -1.3191 2.1479 1.2122 0.5132 0.120
H 0.4461 -3.3145 -0.7120 -0.0280 2.4252 0.9243 0.108
H 0.2430 -2.2935 0.8612 0.0098 0.4968 -2.7272 0.037
H 1.5260 -1.7889 -0.4706 -2.4876 -0.4835 0.1928 0.095
C -4.0989 -0.1253 -4.8436 -0.1520 0.0908 -0.1236 -0.060
C -3.6315 -1.0580 -3.7433 -0.1484 0.1310 -0.2394 -0.251
O -4.6709 -1.2589 -2.7669 -0.0702 -0.1723 0.6361 -0.017
C -5.6644 -2.1732 -2.8706 -1.0680 -0.1717 1.0950 -0.506
C -5.8890 -2.8453 -4.1949 0.2427 -0.6241 -0.1660 0.005
O -6.4070 -2.3927 -1.9205 1.5177 0.6338 -1.4172 0.082
H -4.9506 -0.5384 -5.3916 0.1569 -0.0300 0.0092 0.068
H -3.2892 0.0668 -5.5551 -0.0919 -0.0345 0.1248 0.085
H -4.4287 0.8297 -4.4207 0.1457 -0.1408 -0.0102 0.086
H -3.2679 -2.0144 -4.1281 -0.0840 0.0501 0.0230 0.115
H -2.7927 -0.5963 -3.2114 -0.3072 -0.1730 0.0625 0.055
H -6.6527 -2.2942 -4.7495 0.0937 -0.0722 0.0576 0.098
H -6.2398 -3.8647 -4.0083 -0.1685 0.3096 0.0338 0.095
H -4.9901 -2.9403 -4.8013 -0.0581 0.2182 -0.0687 0.070
C 6.2598 2.6313 -2.6374 0.0439 0.0121 0.2302 -0.072
C 5.5889 2.0638 -3.8731 -0.0168 -0.0009 0.2670 -0.231
O 5.2172 0.6878 -3.6672 0.0225 -0.4027 -0.4140 -0.010
C 4.0703 0.2755 -3.0770 -0.4458 -1.4744 0.2198 -0.502
C 3.2412 1.2826 -2.3326 -0.5012 0.2625 -0.3583 -0.033
O 3.7556 -0.9090 -3.0930 0.9276 2.0021 -0.1876 0.069
H 5.5895 2.6269 -1.7731 0.0090 0.0812 -0.1501 0.067
H 6.5881 3.6605 -2.8160 -0.0383 -0.1387 0.0108 0.082
H 7.1315 2.0270 -2.3641 -0.1041 0.1045 -0.1530 0.085
H 4.7283 2.6562 -4.1946 0.0029 -0.0761 0.1124 0.113
H 6.3010 2.0705 -4.7052 -0.2032 -0.2804 0.1236 0.123
H 3.5197 1.2627 -1.2760 -0.0607 0.0022 -0.1036 0.096
H 2.1879 1.0054 -2.4364 0.3311 -0.1709 0.1770 -0.012
H 3.3268 2.2975 -2.7170 0.2005 0.0372 0.1340 0.073
C 4.2354 -3.7114 4.5578 -0.0799 -0.1238 0.1846 -0.069
C 3.9433 -2.9937 3.2545 0.0078 -0.0722 0.2703 -0.226
O 2.7036 -3.4536 2.6838 -0.4544 0.0328 -0.5567 0.000
C 1.4780 -2.9788 3.0096 -0.8489 -0.5261 -0.3514 -0.486
C 1.3413 -2.1172 4.2322 -0.0241 0.6922 -0.0649 0.017
O 0.4929 -3.3054 2.3576 1.8756 -0.0010 1.3347 0.044
H 3.4666 -3.5152 5.3106 0.1281 0.0832 -0.0708 0.068
H 5.2037 -3.3977 4.9614 -0.1304 -0.0398 -0.0745 0.083
H 4.2547 -4.7954 4.4013 0.0693 0.1961 -0.0598 0.086
H 3.9425 -1.9061 3.3637 -0.1057 -0.0825 0.0393 0.114
H 4.7263 -3.2339 2.5273 -0.3863 -0.0226 -0.0487 0.126
H 1.0688 -2.7464 5.0832 0.0237 0.0824 -0.0991 0.102
H 0.5473 -1.3865 4.0512 -0.0422 -0.3319 0.0727 0.090
H 2.2341 -1.5418 4.4705 0.0618 -0.2021 0.1071 0.071



No. 2
74
Properties=species:S:1:pos:R:3:forces:R:3:lowdin_charge:R:1 method="wB97M-V/def2-TZVPD" total_charge=+1
C 2.8750 -4.1979 0.5347 0.1071 -0.2562 -0.3031 -0.080
C 2.8447 -3.5646 -0.8844 -0.1153 0.3990 0.2304 -0.132
B 3.1627 -2.0337 -0.8287 -0.0051 -0.1735 0.2039 -0.433
O 4.4157 -1.5915 -0.4612 -0.3280 0.5696 -0.6948 0.155
C 2.1044 -0.9018 -1.1981 0.2018 -0.3254 0.5832 -0.016
C 2.2501 0.0310 -2.1588 0.0072 0.0195 -0.4307 -0.123
C 3.4814 0.1951 -2.9922 0.3958 0.6177 0.1223 -0.092
C 3.3159 0.8197 -4.3603 -0.4777 -0.5486 -0.7269 -0.816
O 2.6363 0.3490 -5.2172 0.3389 0.2208 0.4089 0.062
Br 4.3439 2.4088 -4.6878 0.1757 0.0389 0.0136 0.829
N 1.0726 0.7543 -2.2156 0.0498 -0.0021 -0.3780 0.072
C 0.7840 1.8672 -3.1183 -0.1144 0.5038 -0.0474 -0.081
C 1.3422 3.2211 -2.6311 -0.1007 -0.1897 0.2173 -0.136
C 1.6326 3.3035 -1.1320 0.1509 0.3720 0.0265 -0.140
C 3.0593 2.9126 -0.7140 -0.2325 -0.4200 0.1222 -0.232
O 3.6450 3.8491 0.1450 0.2211 -0.0028 -0.1006 -0.168
C 3.2918 3.7218 1.5107 -0.0943 0.1114 0.0707 -0.083
C 0.2193 0.2768 -1.2973 0.0680 0.3137 0.1646 -0.138
C -1.1749 0.7877 -1.1520 -0.2123 -0.1222 -0.0766 -0.016
C -1.8373 0.8224 0.2259 0.1358 0.1691 0.2125 -0.407
C -2.7848 -0.2686 0.5866 -0.0994 -0.3934 -0.1633 -0.052
N -1.6511 1.7852 1.0260 -0.1017 0.0394 -0.0784 0.171
N 0.8400 -0.7142 -0.6649 -0.2012 -0.4514 0.1563 0.081
C 0.3352 -1.5893 0.3927 0.0112 -0.2509 0.0601 -0.016
C 0.7179 -1.2162 1.8186 0.1152 -0.0989 0.1341 -0.325
C 2.1420 -0.7519 2.0244 0.0624 -0.0542 0.0226 0.005
F -0.1530 -0.2579 2.3124 0.0360 0.1249 -0.0942 -0.009
H 1.8690 -4.4223 0.8789 -0.0735 0.1001 0.1592 0.074
H 3.3879 -3.5796 1.2653 0.0134 0.0813 0.0983 0.063
H 3.4063 -5.1445 0.5063 0.0062 -0.0983 0.0339 0.080
H 1.8828 -3.7478 -1.3593 0.0123 -0.2223 -0.1642 0.101
H 3.6266 -4.0283 -1.4875 -0.0063 -0.0880 -0.1459 0.114
H 5.1133 -1.7328 -1.1085 0.3164 -0.3971 0.4023 0.124
H 4.2313 0.7407 -2.4220 0.0187 0.0541 -0.0114 0.107
H 3.8994 -0.7862 -3.2122 -0.0484 -0.1428 0.0351 0.142
H 1.1307 1.6066 -4.1091 0.0169 0.0002 -0.0050 0.108
H -0.2903 1.9620 -3.2140 -0.0973 -0.2579 0.0446 0.121
H 2.2397 3.4814 -3.1877 -0.0099 0.0575 0.0049 0.061
H 0.5866 3.9680 -2.8619 0.0033 0.0850 -0.2065 0.119
H 1.5192 4.3454 -0.8357 -0.0049 0.0801 0.0162 0.129
H 0.9006 2.7452 -0.5484 -0.1173 -0.0228 0.0421 0.087
H 3.0526 1.9274 -0.2279 0.0510 -0.0911 -0.0101 0.108
H 3.6978 2.8208 -1.5946 0.0929 0.2486 -0.0167 0.099
H 4.1949 3.6186 2.1083 0.0885 -0.0375 0.0234 0.091
H 2.7610 4.6118 1.8459 -0.0588 0.0726 -0.0102 0.091
H 2.6483 2.8580 1.6882 -0.0146 -0.1061 -0.0123 0.080
H -1.7914 0.2092 -1.8450 -0.0949 -0.0354 -0.0112 0.146
H -1.1982 1.8134 -1.5060 0.0970 0.0664 -0.0751 0.117
H -3.1087 -0.8653 -0.2653 -0.0509 0.0226 -0.0981 0.075
H -2.3357 -0.9572 1.2996 -0.0291 0.0652 0.1736 0.072
H -3.6649 0.1313 1.0753 0.0042 0.1539 0.0707 0.073
H -1.0024 2.4787 0.6545 0.0399 0.0231 0.0251 0.049
H 0.7703 -2.5662 0.2020 0.0353 -0.0642 -0.0866 0.114
H -0.7368 -1.7189 0.2965 -0.0875 0.1550 0.0029 0.130
H 0.5547 -2.1211 2.4067 -0.1338 -0.0204 0.0870 0.157
H 2.5122 -0.1002 1.2367 -0.0393 0.1389 -0.0386 0.068
H 2.8055 -1.6098 2.1027 0.1104 -0.0572 -0.0866 0.080
H 2.2068 -0.2171 2.9675 -0.0542 0.0249 0.0982 0.100
C -4.5367 -0.6293 4.1772 0.0420 0.0856 0.1079 -0.657
O -4.2553 -1.3102 3.1980 0.0119 -0.0332 -0.0588 -0.004
N -3.8314 0.4918 4.4982 -0.0183 -0.0533 -0.0294 0.167
N -5.5712 -0.9473 5.0043 0.0041 0.0348 -0.0604 0.163
H -4.0384 1.0656 5.2933 -0.0102 -0.0054 0.0109 0.099
H -3.0679 0.7456 3.8968 0.0047 0.0228 -0.0229 0.098
H -6.0951 -1.7751 4.7889 0.0161 -0.0245 0.0080 0.109
H -5.8185 -0.4093 5.8129 0.0173 0.0040 0.0116 0.099
C -5.9265 -1.9207 -0.4139 -0.0611 0.1294 0.0027 -0.682
O -4.9751 -2.6184 -0.7368 0.0781 0.0504 -0.0585 0.005
N -5.9809 -1.2820 0.7891 0.1461 -0.1062 -0.1956 0.161
N -6.9917 -1.7179 -1.2499 0.0642 0.0200 0.0106 0.148
H -6.7344 -0.6802 1.0614 -0.0341 -0.0332 0.0022 0.098
H -5.1995 -1.4160 1.4147 -0.2149 -0.0300 0.2405 0.049
H -6.9739 -2.1818 -2.1381 -0.0077 -0.0346 0.0054 0.101
H -7.7834 -1.1535 -1.0089 -0.0186 -0.0255 0.0316 0.091



| no. | E_tot (hartree) |
| --- | --- |
| 1 | -6560.076754 |
| 2 | -4243.605821 |